C16H36IN2O6 | the ωB97M-V functional and the def2-TZVPD basis

energy: -1489.74142 Eh
charge: -1
molecular weight: 479.38 u
frontier orbital gap: 0.228 hartree
E_HOMO: -4.2 eV

```
61
C16H36IN2O6 | the Open Molecules 2025 dataset | the ωB97M-V functional and the def2-TZVPD basis
N -2.116 2.173 0.538
C -2.213 0.677 0.339
N -1.372 -0.156 1.276
C 0.046 0.345 1.416
C 1.024 -0.047 0.121
O 0.856 -1.260 -0.421
I 2.563 1.393 -0.612
C -3.800 0.280 0.690
O -4.019 0.002 2.005
O -4.877 0.212 -0.314
H -2.915 2.614 -0.002
H -1.242 2.561 0.070
H -2.014 0.462 -0.814
H -1.410 -1.159 0.980
H 0.517 -0.251 2.337
H 0.153 1.479 1.688
C -0.207 7.151 -2.723
C 0.777 6.020 -2.490
O 0.163 4.819 -2.021
C -0.814 4.232 -2.876
C -0.270 3.840 -4.239
H -0.762 7.373 -1.805
H 0.321 8.057 -3.041
H -0.939 6.903 -3.495
H 1.491 6.326 -1.718
H 1.367 5.815 -3.390
H -1.680 4.894 -2.971
H -1.172 3.330 -2.368
H 0.091 4.707 -4.799
H -1.050 3.357 -4.837
H 0.571 3.147 -4.131
C 3.838 -2.165 1.404
C 4.829 -1.059 1.720
O 4.424 -0.226 2.805
C 4.240 -0.870 4.063
C 5.495 -1.546 4.588
H 2.853 -1.745 1.178
H 4.178 -2.746 0.539
H 3.715 -2.855 2.241
H 4.921 -0.408 0.844
H 5.830 -1.464 1.908
H 3.404 -1.574 4.008
H 3.939 -0.091 4.772
H 5.836 -2.345 3.924
H 5.308 -1.987 5.573
H 6.313 -0.822 4.675
C -3.057 -3.313 -1.887
C -2.022 -4.120 -1.124
O -2.168 -4.038 0.293
C -3.405 -4.501 0.830
C -3.687 -5.963 0.531
H -3.020 -2.260 -1.588
H -2.873 -3.378 -2.965
H -4.072 -3.670 -1.700
H -1.027 -3.728 -1.358
H -2.022 -5.168 -1.443
H -4.226 -3.862 0.491
H -3.342 -4.370 1.916
H -3.772 -6.151 -0.542
H -4.625 -6.275 1.001
H -2.875 -6.595 0.910
```